ORCA calculation (wB97M-V/def2-TZVPD) on a cluster of 2 separate species, H4OS2 in total at a distorted geometry.

Positions of all 7 atoms, in Å:
S1 0.77127 1.47701 -1.57633
S2 1.25963 0.12857 -3.21022
H1 0.37662 2.22542 -2.60336
H2 0.90531 -0.99417 -2.59569
O1 -3.42483 -2.81232 8.13303
H3 -2.92732 -2.43981 7.42718
H4 -3.05721 -2.41400 8.92137

Its SMILES is SS.O. As for the electronic energy: -23782.2815 eV. The calculation puts the HOMO-LUMO gap at 8.8 eV. Its spin multiplicity is 1. As for the largest force on an atom: 1.68 eV Å⁻¹.

Taken from the Löwdin analysis, the atomic charges in e are: atom 1 (S): 0.239, atom 2 (S): 0.238, atom 3 (H): -0.243, atom 4 (H): -0.233, atom 5 (O): -0.042, atom 6 (H): 0.012, atom 7 (H): 0.030


ORCA calculation (wB97M-V/def2-TZVPD) on a cluster of 2 separate species, H4S2 in total.

Positions of all 6 atoms, in Å:
S1 5.10779 6.22619 7.80987
H1 4.19947 7.21539 7.90012
H2 4.41817 5.44491 8.66177
S2 1.97919 6.51228 4.90216
H3 3.10926 7.22700 4.74779
H4 2.55945 5.69067 5.79656

Its SMILES is S.S. As for the electronic energy: -21735.0785 eV. The calculation puts the HOMO-LUMO gap at 10.5 eV. Its spin multiplicity is 1. As for the largest force on an atom: 0.26 eV Å⁻¹.

Taken from the Löwdin analysis, the atomic charges in e are: atom 1 (S): 0.453, atom 2 (H): -0.216, atom 3 (H): -0.216, atom 4 (S): 0.449, atom 5 (H): -0.223, atom 6 (H): -0.246


ORCA calculation (wB97M-V/def2-TZVPD) on a cluster of 2 separate species, H4S2 in total.

Positions of all 6 atoms, in Å:
S1 -0.42783 -1.36582 3.74626
H1 0.77549 -1.84771 3.41907
H2 -0.44604 -2.02905 4.91855
S2 -0.16951 1.20041 -4.13869
H3 -0.41741 2.38331 -4.71348
H4 0.68529 1.65886 -3.23170

Its SMILES is S.S. As for the electronic energy: -21735.0146 eV. The calculation puts the HOMO-LUMO gap at 10.7 eV. Its spin multiplicity is 1. As for the largest force on an atom: 0.55 eV Å⁻¹.

Taken from the Löwdin analysis, the atomic charges in e are: atom 1 (S): 0.456, atom 2 (H): -0.233, atom 3 (H): -0.223, atom 4 (S): 0.466, atom 5 (H): -0.228, atom 6 (H): -0.238


ORCA calculation (wB97M-V/def2-TZVPD) on a structure of composition H4SSi at a distorted geometry.

Positions of all 6 atoms, in Å:
Si1 -0.09974 -0.93200 -0.81154
S1 1.42871 0.19292 -0.58831
H1 -1.20715 0.02819 -0.68539
H2 -0.25572 1.51522 0.91361
H3 0.03663 -2.39001 -0.49643
H4 0.09727 1.58569 1.66806

As for the electronic energy: -18775.4784 eV. The calculation puts the HOMO-LUMO gap at 8.0 eV. Its spin multiplicity is 1. As for the largest force on an atom: 2.81 eV Å⁻¹.

Taken from the Löwdin analysis, the atomic charges in e are: atom 1 (Si): 0.144, atom 2 (S): 0.087, atom 3 (H): -0.125, atom 4 (H): -0.039, atom 5 (H): -0.106, atom 6 (H): 0.038


ORCA calculation (wB97M-V/def2-TZVPD) on a cluster of 26 separate species, H52O26 in total at a distorted geometry.

Positions of all 78 atoms, in Å:
O1 8.80021 9.67484 10.79698
H1 9.67632 9.95076 11.14779
H2 8.93395 8.92899 10.18286
O2 11.02535 6.25524 10.69230
H3 11.97461 6.57512 10.72438
H4 10.99718 5.40682 11.12131
O3 11.36388 11.01719 14.60179
H5 10.99338 11.89422 14.33217
H6 12.26410 11.19806 14.96982
O4 11.37528 12.08663 8.55390
H7 12.05045 12.09919 7.88002
H8 10.67895 11.46324 8.32315
O5 11.65143 9.77885 11.84940
H9 11.22194 9.97087 12.70513
H10 12.15480 10.57514 11.63264
O6 9.70922 7.73142 8.66216
H11 10.28635 7.62795 7.88013
H12 10.27673 7.33185 9.37651
O7 12.12796 7.91438 7.01160
H13 11.85122 8.27834 6.17544
H14 12.20186 8.55867 7.73772
O8 11.12891 13.22492 10.71826
H15 11.27483 12.89969 9.78897
H16 10.65911 14.07015 10.70817
O9 6.82733 12.45355 11.70050
H17 6.96227 11.97363 10.88821
H18 7.05183 11.76351 12.34353
O10 12.79795 9.56713 9.29013
H19 13.24708 8.82206 9.74541
H20 12.00340 9.72231 9.79301
O11 7.02861 10.06073 13.20632
H21 6.09941 9.76764 13.33370
H22 7.31331 9.81033 12.30916
O12 13.79143 8.08957 14.34889
H23 13.97155 7.13289 14.39878
H24 12.91976 8.12778 13.91241
O13 17.09944 11.07620 13.61051
H25 17.79021 11.34283 14.22338
H26 16.31411 11.03556 14.15031
O14 9.24257 10.61779 7.97519
H27 8.78171 10.43808 8.82567
H28 9.56876 9.72397 7.84711
O15 14.18538 11.21742 14.59686
H29 14.15007 10.49706 15.25984
H30 13.88470 10.78787 13.78992
O16 13.78004 6.92661 10.28575
H31 14.42035 6.97791 11.00286
H32 14.00953 6.28339 9.61772
O17 13.40446 12.32012 11.98402
H33 12.66964 12.81690 11.50690
H34 14.17802 12.43528 11.43029
O18 12.57922 8.67050 17.15569
H35 12.73109 8.87873 16.21730
H36 12.17603 9.47219 17.50016
O19 9.39566 9.54257 15.85082
H37 9.97320 10.18733 15.36053
H38 8.50513 9.67487 15.51049
O20 15.28026 8.16159 12.00927
H39 16.20707 7.98121 12.05938
H40 14.85965 8.29937 12.90252
O21 13.59934 5.63263 14.92953
H41 12.80842 5.69024 15.48647
H42 14.32841 5.34478 15.51010
O22 10.73473 7.42195 13.42974
H43 9.81616 7.44541 13.65419
H44 10.80091 7.42067 12.45277
O23 14.35676 10.83060 7.34852
H45 14.45756 10.01733 6.86664
H46 14.01775 10.54215 8.19973
O24 10.27453 13.45785 13.71041
H47 9.44383 13.39105 13.25048
H48 10.87608 13.73235 13.02515
O25 11.37107 6.12862 16.41551
H49 11.54540 6.88096 17.03525
H50 11.20871 6.55146 15.54808
O26 13.39861 5.66628 7.99696
H51 12.76176 6.16488 7.46386
H52 13.24154 4.76110 7.85754

As for the electronic energy: -54083.6589 eV. The calculation puts the HOMO-LUMO gap at 10.6 eV. Its spin multiplicity is 1. As for the largest force on an atom: 1.84 eV Å⁻¹.

Taken from the Löwdin analysis, the atomic charges in e are: atom 1 (O): -0.058, atom 2 (H): 0.043, atom 3 (H): 0.027, atom 4 (O): -0.065, atom 5 (H): 0.046, atom 6 (H): 0.059, atom 7 (O): -0.085, atom 8 (H): 0.035, atom 9 (H): 0.044, atom 10 (O): -0.017, atom 11 (H): 0.067, atom 12 (H): 0.006, atom 13 (O): -0.064, atom 14 (H): 0.035, atom 15 (H): 0.019, atom 16 (O): -0.083, atom 17 (H): 0.026, atom 18 (H): 0.026, atom 19 (O): -0.048, atom 20 (H): 0.067, atom 21 (H): 0.023, atom 22 (O): -0.092, atom 23 (H): -0.021, atom 24 (H): 0.063, atom 25 (O): -0.063, atom 26 (H): 0.012, atom 27 (H): -0.016, atom 28 (O): -0.057, atom 29 (H): 0.054, atom 30 (H): 0.016, atom 31 (O): -0.068, atom 32 (H): 0.079, atom 33 (H): 0.013, atom 34 (O): -0.075, atom 35 (H): 0.003, atom 36 (H): 0.041, atom 37 (O): -0.056, atom 38 (H): 0.032, atom 39 (H): -0.016, atom 40 (O): -0.040, atom 41 (H): 0.047, atom 42 (H): 0.018, atom 43 (O): -0.054, atom 44 (H): 0.052, atom 45 (H): 0.022, atom 46 (O): -0.068, atom 47 (H): 0.014, atom 48 (H): 0.014, atom 49 (O): -0.069, atom 50 (H): 0.021, atom 51 (H): 0.050, atom 52 (O): -0.048, atom 53 (H): 0.009, atom 54 (H): 0.053, atom 55 (O): -0.092, atom 56 (H): -0.003, atom 57 (H): 0.008, atom 58 (O): -0.057, atom 59 (H): 0.046, atom 60 (H): 0.030, atom 61 (O): -0.052, atom 62 (H): 0.004, atom 63 (H): 0.084, atom 64 (O): -0.041, atom 65 (H): 0.039, atom 66 (H): 0.019, atom 67 (O): -0.053, atom 68 (H): 0.020, atom 69 (H): -0.013, atom 70 (O): -0.015, atom 71 (H): 0.047, atom 72 (H): 0.026, atom 73 (O): -0.070, atom 74 (H): 0.053, atom 75 (H): 0.026, atom 76 (O): -0.029, atom 77 (H): 0.022, atom 78 (H): 0.030


ORCA calculation (wB97M-V/def2-TZVPD) on a cluster of 29 separate species, H58O29 in total at a distorted geometry.

Positions of all 87 atoms, in Å:
O1 -3.49020 1.25774 -5.08877
H1 -4.00186 2.03517 -5.31250
H2 -4.01657 0.80557 -4.42945
O2 -4.79072 -0.01233 -2.99508
H3 -4.94371 -0.91500 -3.27440
H4 -5.63030 0.42667 -3.13154
O3 0.96587 -0.57537 4.54110
H5 0.73959 -1.32236 3.98699
H6 1.91671 -0.49782 4.46282
O4 0.94706 3.59772 -1.70426
H7 1.19842 4.16991 -2.42927
H8 1.20331 2.72100 -1.99050
O5 -2.46749 -0.18384 1.78432
H9 -2.14228 -0.97405 2.21564
H10 -1.75874 0.07770 1.19652
O6 4.77012 1.40373 0.28153
H11 5.39121 1.21231 0.98426
H12 4.66032 0.56986 -0.17546
O7 3.50216 -2.73257 1.94996
H13 3.99557 -2.07030 2.43388
H14 3.38802 -3.44992 2.57336
O8 1.67156 -1.79627 0.25852
H15 2.32891 -2.10894 0.88011
H16 2.10628 -1.84070 -0.59311
O9 4.44074 2.11482 3.23970
H17 5.08432 1.48671 2.91181
H18 3.67957 1.99734 2.67131
O10 -4.91195 0.25723 0.91966
H19 -4.91411 1.13661 0.54162
H20 -4.02421 0.14421 1.25933
O11 -1.40324 -2.59387 2.59951
H21 -0.56002 -2.86198 2.96463
H22 -1.44831 -3.03444 1.75093
O12 1.95521 1.25627 -2.57361
H23 1.80658 0.31070 -2.56782
H24 2.83442 1.35877 -2.93790
O13 2.03911 1.31232 1.77602
H25 1.13797 0.99093 1.80584
H26 2.18024 1.54626 0.85865
O14 0.88552 -3.60560 3.87110
H27 0.72642 -4.48919 3.53913
H28 1.64618 -3.69810 4.44474
O15 3.59061 -0.41524 4.04304
H29 3.74239 0.24857 3.37032
H30 4.28896 -0.27334 4.68210
O16 -3.05245 2.59888 -1.21745
H31 -2.59369 1.86884 -1.63316
H32 -2.40195 2.99040 -0.63454
O17 -1.95134 0.38941 -2.46632
H33 -2.88950 0.41144 -2.65497
H34 -1.55027 0.08152 -3.27908
O18 2.27804 4.58389 0.26318
H35 1.58416 4.38986 -0.36699
H36 1.81690 4.74078 1.08717
O19 -1.69798 5.05063 2.32321
H37 -1.71682 4.45030 1.57790
H38 -0.77156 5.26270 2.43720
O20 3.53426 -3.47273 -1.71545
H39 4.16314 -3.87960 -2.31143
H40 2.75027 -4.01743 -1.78543
O21 -2.96005 3.99640 -4.17247
H41 -3.76299 3.86779 -4.67743
H42 -3.05400 3.41288 -3.41953
O22 -5.63030 2.80603 -0.76397
H43 -4.71993 2.70090 -1.04038
H44 -5.67158 3.69287 -0.40615
O23 -4.88757 -2.70623 1.18439
H45 -4.70228 -3.08986 0.32723
H46 -4.95213 -1.76589 1.01757
O24 2.93207 -1.37915 -3.98714
H47 2.97714 -1.82836 -3.14310
H48 3.36193 -1.97586 -4.59983
O25 -0.83519 3.10765 0.46523
H49 -0.14091 3.16362 -0.19132
H50 -0.62372 2.32356 0.97190
O26 -1.96904 -4.50674 0.05965
H51 -2.46583 -4.56399 -0.75653
H52 -2.63374 -4.38127 0.73689
O27 0.35144 -5.99164 0.38214
H53 0.44538 -5.93269 1.33290
H54 -0.35043 -5.37575 0.17169
O28 4.52102 -0.90786 -1.37815
H55 4.28197 -1.82307 -1.52470
H56 5.47094 -0.92367 -1.26136
O29 -0.44980 0.12471 0.06324
H57 0.26736 -0.47771 0.26073
H58 -0.62024 -0.00280 -0.86999

As for the electronic energy: -60320.9585 eV. The calculation puts the HOMO-LUMO gap at 8.9 eV. Its spin multiplicity is 1. As for the largest force on an atom: 1.29 eV Å⁻¹.

Taken from the Löwdin analysis, the atomic charges in e are: atom 1 (O): -0.049, atom 2 (H): 0.021, atom 3 (H): -0.031, atom 4 (O): -0.019, atom 5 (H): 0.075, atom 6 (H): 0.079, atom 7 (O): -0.048, atom 8 (H): -0.012, atom 9 (H): -0.036, atom 10 (O): -0.040, atom 11 (H): 0.084, atom 12 (H): 0.005, atom 13 (O): -0.045, atom 14 (H): 0.003, atom 15 (H): -0.011, atom 16 (O): -0.025, atom 17 (H): 0.020, atom 18 (H): -0.018, atom 19 (O): -0.025, atom 20 (H): 0.035, atom 21 (H): 0.050, atom 22 (O): -0.034, atom 23 (H): -0.018, atom 24 (H): 0.011, atom 25 (O): -0.032, atom 26 (H): 0.016, atom 27 (H): -0.004, atom 28 (O): -0.066, atom 29 (H): -0.002, atom 30 (H): -0.037, atom 31 (O): -0.016, atom 32 (H): -0.006, atom 33 (H): 0.021, atom 34 (O): -0.020, atom 35 (H): 0.031, atom 36 (H): 0.066, atom 37 (O): -0.024, atom 38 (H): 0.030, atom 39 (H): 0.035, atom 40 (O): -0.028, atom 41 (H): 0.051, atom 42 (H): 0.064, atom 43 (O): -0.034, atom 44 (H): 0.004, atom 45 (H): 0.073, atom 46 (O): -0.029, atom 47 (H): 0.005, atom 48 (H): 0.031, atom 49 (O): -0.029, atom 50 (H): 0.001, atom 51 (H): 0.069, atom 52 (O): -0.059, atom 53 (H): -0.046, atom 54 (H): 0.023, atom 55 (O): -0.058, atom 56 (H): -0.017, atom 57 (H): 0.019, atom 58 (O): -0.028, atom 59 (H): 0.072, atom 60 (H): 0.077, atom 61 (O): -0.044, atom 62 (H): 0.016, atom 63 (H): -0.002, atom 64 (O): -0.067, atom 65 (H): -0.045, atom 66 (H): 0.040, atom 67 (O): -0.045, atom 68 (H): 0.011, atom 69 (H): -0.010, atom 70 (O): -0.039, atom 71 (H): -0.019, atom 72 (H): 0.044, atom 73 (O): -0.031, atom 74 (H): 0.012, atom 75 (H): 0.043, atom 76 (O): -0.027, atom 77 (H): 0.063, atom 78 (H): 0.046, atom 79 (O): -0.059, atom 80 (H): 0.013, atom 81 (H): -0.029, atom 82 (O): -0.039, atom 83 (H): -0.019, atom 84 (H): 0.061, atom 85 (O): -0.033, atom 86 (H): 0.007, atom 87 (H): 0.029